# C72H162F36N9P6

A 15-piece molecular cluster, C72H162F36N9P6 overall in a non-equilibrium geometry (the ωB97M-V functional and the def2-TZVPD basis, the Open Molecules 2025 dataset).

CARTESIAN COORDINATES (ANGSTROEM)
1 C 2.839 -4.198 4.689
2 H 4.382 -1.351 3.598
3 H -1.759 -1.449 -2.739
4 C 3.716 -3.569 0.137
5 H 1.950 -1.125 6.675
6 C -5.375 -3.080 2.346
7 C 9.417 3.288 -6.288
8 C 1.779 -1.937 4.642
9 H -2.943 2.894 3.753
10 H 4.412 -4.217 -0.395
11 F -3.215 5.077 -1.675
12 H 6.983 -4.833 -8.438
13 C 1.994 4.760 -1.960
14 N -2.592 -3.623 -6.279
15 H -0.903 -1.435 2.169
16 C 3.832 -1.270 5.719
17 H -3.209 -1.652 -5.852
18 H 4.463 1.758 -1.925
19 H -2.238 6.165 2.833
20 H 0.758 -1.447 -0.197
21 C -6.560 -3.275 5.406
22 H 1.095 -2.671 5.068
23 C 4.166 -2.036 4.417
24 H -3.112 -2.098 9.218
25 F 0.497 1.451 -5.252
26 C -4.949 -2.598 -6.754
27 H -3.855 -4.063 3.376
28 C -1.804 -1.348 1.561
29 H 5.569 2.705 -4.095
30 C -2.004 -0.683 -2.003
31 H 8.217 3.323 -0.989
32 H -1.758 0.460 7.955
33 F -0.575 -4.376 3.206
34 H -4.862 -3.373 1.430
35 F -3.645 2.901 -1.585
36 F -5.274 -0.935 -1.564
37 H -4.468 5.943 4.018
38 P -0.455 -5.636 -2.153
39 C -2.453 5.483 5.909
40 H 8.184 5.050 -2.554
41 C -4.083 4.924 4.066
42 C 3.139 -1.750 -7.038
43 H -2.648 -2.297 -0.203
44 H -1.099 -2.920 0.121
45 P -1.210 -5.702 2.529
46 C -4.002 -4.854 6.201
47 H -4.185 -3.951 6.784
48 C -1.710 5.515 3.530
49 H 6.513 4.813 -1.899
50 C -1.177 -5.183 -7.392
51 H -1.427 7.329 7.585
52 H -7.118 -4.008 1.477
53 F -1.203 2.225 -6.627
54 F -3.515 2.810 0.699
55 H -3.152 0.027 0.862
56 H -0.689 2.291 3.614
57 N -2.635 4.852 4.515
58 C 5.780 -1.843 -6.958
59 H -0.121 3.507 4.782
60 H 6.261 1.299 -3.243
61 C -6.858 -3.558 2.435
62 H 9.720 2.245 -6.391
63 H -1.102 5.845 -2.071
64 F 2.395 2.620 2.778
65 F -1.353 0.469 -5.083
66 C -0.416 -4.626 -6.184
67 H 8.243 1.646 -1.595
68 H 4.608 8.871 -0.396
69 H 0.002 6.623 -3.334
70 N 2.919 -2.779 3.985
71 F -2.466 -5.895 3.625
72 H 2.424 -2.040 -2.724
73 F -4.075 -2.950 -1.900
74 H -3.078 7.531 8.247
75 H -1.403 5.279 6.118
76 H -3.077 -1.897 -7.615
77 H 1.118 0.557 -1.576
78 F 3.101 0.041 0.827
79 H -7.395 -3.888 5.746
80 F -2.146 -4.738 1.616
81 H 5.439 0.381 -5.914
82 H 6.762 5.051 -3.640
83 H 4.218 -0.991 -9.309
84 C -3.438 -2.325 -6.679
85 C -5.202 -5.378 5.301
86 H -5.370 -2.009 2.147
87 F -1.148 -4.144 -2.367
88 C 2.383 -0.896 5.701
89 F -5.749 -3.706 -3.248
90 H 2.954 -0.482 -3.289
91 C -1.268 0.359 0.071
92 C -3.663 -5.956 7.258
93 H 1.771 -3.438 2.337
94 C 2.991 7.587 -0.991
95 F 0.665 -5.016 -1.170
96 H 0.601 4.686 -4.295
97 H 3.888 -2.547 -0.200
98 H -3.059 -0.577 -1.747
99 H 0.089 -2.244 -1.707
100 H -4.225 4.354 3.148
101 H 0.420 -0.260 -3.044
102 C 3.878 8.806 -1.203
103 H 4.840 -3.277 1.961
104 F -0.292 -6.760 3.371
105 H 3.749 -4.657 4.302
106 C 0.299 -1.315 -1.177
107 H 3.224 9.677 -1.197
108 H 10.282 3.859 -5.950
109 H 5.888 2.952 -0.032
110 H -2.602 -5.305 -4.872
111 C 4.404 0.229 -6.222
112 F -1.421 -5.903 -0.874
113 H 5.712 -2.288 -5.966
114 H 3.643 6.715 -0.942
115 N -5.785 -4.208 4.502
116 H -1.835 -1.599 4.844
117 H -4.291 -2.615 4.256
118 C 1.096 -0.341 -2.192
119 H -2.603 -1.890 7.134
120 H -7.642 -5.172 3.881
121 H -4.934 -6.129 4.558
122 H 4.512 2.283 -6.761
123 F 0.649 1.170 -7.480
124 H -6.592 0.449 10.103
125 H -2.830 -5.672 7.901
126 C -5.565 0.114 10.250
127 H -2.539 1.356 10.425
128 C 3.713 1.022 -8.468
129 H 2.392 -1.038 -7.389
130 H 4.504 -0.412 5.732
131 C -1.084 -3.350 -5.901
132 N 4.467 -0.925 -7.258
133 H -2.430 -3.814 -8.349
134 H -5.284 0.592 8.117
135 H -1.656 0.233 -2.479
136 H -2.368 8.642 7.116
137 H 0.143 4.815 -0.051
138 N -3.539 0.023 9.023
139 H -3.927 7.058 5.844
140 H -2.451 0.059 4.872
141 H -5.228 -1.195 8.462
142 F -5.028 4.392 -0.292
143 C 8.238 3.421 -5.319
144 H 4.939 -2.801 4.474
145 P 2.731 1.292 1.821
146 H 0.475 3.418 -1.511
147 H 9.159 3.589 -7.303
148 H 4.349 8.731 -2.183
149 H 2.768 -3.985 -0.205
150 H 6.662 -1.212 -7.066
151 C -2.150 0.019 1.293
152 C -5.056 -0.188 8.843
153 H -0.238 0.570 0.358
154 C -6.768 -4.707 3.424
155 H 2.831 -4.079 5.772
156 C -2.907 -0.961 6.651
157 C 0.500 5.835 -0.197
158 H -0.248 6.626 -0.143
159 F -6.861 -1.527 -3.051
160 F 0.003 -5.714 1.436
161 H 4.026 -1.866 6.611
162 C 1.798 7.327 -2.030
163 H 2.693 0.783 -8.767
164 H -3.221 -1.142 10.832
165 H -3.155 -3.789 -4.165
166 C -4.718 1.262 10.762
167 P -0.405 0.783 -6.318
168 H -3.134 -4.688 5.562
169 H -0.995 -2.881 -4.921
170 H 2.642 7.634 0.040
171 C -0.917 4.332 2.887
172 H -7.599 -2.789 2.652
173 H 0.106 4.682 2.747
174 C 6.246 2.366 -0.878
175 H 0.609 -4.359 -6.442
176 H -1.035 6.261 3.949
177 H -2.471 2.958 5.449
178 H -3.540 2.153 9.174
179 H 1.397 2.888 -2.958
180 H -6.312 -5.539 2.887
181 F -3.155 5.159 0.629
182 H -5.351 -2.757 -5.753
183 C 6.790 -4.085 -7.669
184 C 3.843 -3.615 1.680
185 H 5.059 -3.222 -8.447
186 H -5.494 -0.773 10.879
187 H -5.703 -1.460 -8.368
188 C 4.574 -0.210 -8.637
189 F -4.750 -1.655 -3.760
190 C -4.699 -3.443 3.677
191 H 2.289 7.331 -3.003
192 F -1.561 -6.355 -3.058
193 N 7.337 3.104 -2.901
194 C -3.179 -4.401 -5.067
195 H 1.167 -1.392 3.922
196 H 4.165 1.751 -9.141
197 H 9.403 2.985 -3.516
198 H 7.972 4.477 -5.278
199 H 3.857 -4.680 1.913
200 F 3.700 0.700 2.960
201 H 6.475 -2.387 -8.985
202 C -1.947 -0.707 5.461
203 H -5.255 -3.521 -7.247
204 F 0.668 -5.557 -3.293
205 C 0.113 4.550 -3.329
206 F -1.741 -6.939 1.582
207 F 0.089 -7.097 -1.668
208 F -1.859 3.760 -0.522
209 H 3.224 -0.860 -1.651
210 C 2.487 -0.988 -2.444
211 F 4.059 2.067 1.378
212 C 3.830 1.456 -6.958
213 H 2.637 -1.888 2.024
214 C -2.774 0.266 7.611
215 H -0.947 -0.475 5.828
216 H -4.357 0.942 11.739
217 C -2.275 3.381 4.463
218 H 7.769 -3.794 -7.288
219 H -6.717 -1.355 -6.918
220 F -6.347 -2.906 -1.244
221 H -1.943 0.716 2.105
222 H 3.051 -2.113 -6.014
223 C -5.691 -1.342 -7.285
224 H -1.575 1.205 -0.544
225 C 1.006 3.743 -2.406
226 N -1.147 -0.880 -0.768
227 H -3.411 -5.150 -7.587
228 H 2.224 0.138 5.397
229 C -2.524 -4.520 -7.524
230 C -2.850 6.971 5.986
231 H -3.016 4.926 6.658
232 F 0.403 -0.692 -6.125
233 H -1.268 -6.263 -7.276
234 H -0.810 -2.682 -6.717
235 H 3.861 -0.079 -5.329
236 H -4.688 4.421 4.820
237 H -6.033 -5.553 5.984
238 H -6.890 -2.478 4.740
239 H 2.744 5.065 -2.689
240 C -1.661 -1.986 0.140
241 F 1.914 1.965 0.648
242 H -1.269 3.979 1.917
243 C 6.023 -2.843 -8.105
244 H -0.506 -4.886 -8.198
245 C -3.468 1.306 9.857
246 C 8.410 2.793 -3.922
247 C -0.849 3.299 3.997
248 H -5.280 2.192 10.847
249 H -3.250 1.111 7.114
250 C -0.140 5.846 -2.583
251 H -0.786 4.007 -3.618
252 C -2.953 -1.175 9.776
253 H 4.842 3.494 -1.795
254 H 2.552 4.514 -1.056
255 C 2.703 -2.886 2.458
256 C 6.034 2.363 -3.170
257 H 7.302 3.055 -5.742
258 H -0.546 -5.337 -5.369
259 H 0.998 8.062 -1.947
260 H 3.088 -2.593 -7.728
261 C 5.261 2.500 -1.956
262 H -4.509 -6.003 7.943
263 H 1.974 -4.746 4.314
264 C 7.648 2.555 -1.513
265 H 1.334 6.048 0.471
266 P -5.523 -2.261 -2.456
267 F 1.479 0.503 2.375
268 H 6.186 -4.545 -6.886
269 H -3.415 -6.942 6.865
270 H -2.511 -1.838 2.230
271 P -3.425 4.007 -0.446
272 N 1.079 5.951 -1.628
273 H 2.854 1.709 -6.545
274 C 7.193 4.632 -2.731
275 H 5.581 0.046 -8.967
276 H -1.874 -1.033 9.718
277 C -2.461 7.582 7.351
278 F -1.511 0.080 -7.329
279 H 8.251 1.718 -3.841
280 H -4.167 -4.741 -5.377
281 H -5.286 -0.395 -6.927
282 H -5.883 -2.890 6.169
283 H 6.116 1.383 -0.423
284 H -3.958 -1.151 6.432
285 H -2.514 7.557 5.131

## Properties
spin multiplicity: 2
LUMO (alpha / beta): -6.92 / -12.87 eV
net charge: +4

Mulliken atomic charge list, values in e, 8 entries: C -1.0040; H 0.4276; H -0.3227; C -0.9134; H 0.4044; C -0.1574; C -1.4589; C 0.5661